[1]
Formula: C6H9NO2
Source: the OMol25 dataset
Level of theory: the ωB97M-V functional and the def2-TZVPD basis

Summary:
gap between HOMO and LUMO: 8.1 eV
highest occupied orbital energy: -8.7242 eV

Element x y z (Å)
C  -0.9158  -2.0618  -0.2666
N  1.7342  0.8840  -1.0048
C  0.2529  0.1711  -1.1464
C  -0.6712  0.9634  -0.3916
C  -0.3206  -0.8019  0.2865
C  -1.0959  2.0606  0.1538
C  0.0470  -0.6688  1.5604
O  2.3120  1.0276  0.2632
O  0.0672  -0.3119  -2.2712
H  1.8983  1.8178  0.6419
H  2.2911  0.1827  -1.4908
H  -0.9888  -2.8261  0.5062
H  -0.3067  -2.4387  -1.0875
H  -1.9028  -1.8675  -0.6884
H  -1.8619  2.0392  0.9201
H  -0.7769  3.0214  -0.2376
H  -0.1296  -1.4627  2.2730
H  0.3674  0.2714  1.9797

Atom charges from the natural (NBO) analysis, given in e for atoms 1 to 8: -0.65, -0.33, 0.44, 0.15, -0.04, -0.45, -0.29, -0.57

[2]
Formula: C37H36N4O6
Source: the OMol25 dataset
Level of theory: the ωB97M-V functional and the def2-TZVPD basis

Summary:
gap between HOMO and LUMO: 8.0 eV
SMILES: [H]/N=C(/N)NCCCCN(CCC)C(=O)O.O=C1c2ccccc2C(=O)c2ccccc21.O=C1c2ccccc2C(=O)c2ccccc21
highest occupied orbital energy: -9.0426 eV

Element x y z (Å)
H  -1.7208  2.0747  -3.9734
N  -1.8509  1.9670  -2.9679
C  -1.2522  0.9298  -2.5465
N  -1.1814  0.6457  -1.1507
N  -0.5788  0.0162  -3.3502
C  0.0214  -1.1940  -2.7948
C  0.8556  -1.9025  -3.8579
C  1.9674  -1.0141  -4.4398
C  3.3413  -1.2600  -3.7996
N  3.9263  -0.0513  -3.1764
C  5.2740  -0.3191  -2.6439
C  5.2086  -0.7951  -1.1805
C  5.7279  -2.2192  -0.9938
C  3.9004  1.0559  -4.0561
O  3.0698  1.9202  -4.0428
O  4.9185  1.0402  -4.9565
H  -1.1000  1.5272  -0.6565
H  -2.0551  0.2246  -0.8522
H  -1.0946  -0.1751  -4.1994
H  -0.7328  -1.8846  -2.3993
H  0.6503  -0.9048  -1.9535
H  1.2795  -2.7982  -3.3959
H  0.2003  -2.2603  -4.6588
H  1.6755  0.0263  -4.2999
H  2.0356  -1.1864  -5.5149
H  3.2293  -1.9865  -2.9902
H  4.0496  -1.6944  -4.5181
H  5.8714  0.5885  -2.7253
H  5.7844  -1.0733  -3.2579
H  4.1645  -0.7508  -0.8643
H  5.7783  -0.1159  -0.5439
H  5.6725  -2.5248  0.0518
H  5.1339  -2.9263  -1.5780
H  6.7668  -2.3105  -1.3183
H  5.0429  1.9412  -5.2845
O  -0.2532  4.0898  2.1033
C  0.9313  3.9742  2.3346
C  1.8783  3.4664  1.3016
C  1.3895  3.1451  0.0407
C  2.2494  2.6881  -0.9438
C  3.6058  2.5560  -0.6682
C  4.1006  2.8664  0.5865
C  3.2389  3.3197  1.5787
C  3.7924  3.6320  2.9263
O  4.9657  3.4620  3.1819
C  2.8493  4.1646  3.9531
C  3.3415  4.4970  5.2097
C  2.4891  5.0094  6.1725
C  1.1406  5.1923  5.8853
C  0.6436  4.8559  4.6379
C  1.4945  4.3393  3.6681
H  0.3314  3.2604  -0.1525
H  1.8770  2.4353  -1.9279
H  4.2756  2.2066  -1.4424
H  5.1525  2.7636  0.8175
H  4.3933  4.3494  5.4132
H  2.8742  5.2693  7.1499
H  0.4773  5.5976  6.6382
H  -0.4025  4.9873  4.3971
O  -7.2634  -1.5555  3.2639
C  -6.6304  -2.2589  2.5072
C  -6.4306  -3.7111  2.7851
C  -7.0058  -4.2614  3.9243
C  -6.8533  -5.6109  4.1921
C  -6.1263  -6.4179  3.3235
C  -5.5437  -5.8735  2.1919
C  -5.6911  -4.5186  1.9197
C  -5.0420  -3.9533  0.7017
O  -4.3619  -4.6435  -0.0269
C  -5.2621  -2.5068  0.4111
C  -4.6979  -1.9592  -0.7351
C  -4.9028  -0.6235  -1.0357
C  -5.6698  0.1746  -0.1930
C  -6.2287  -0.3645  0.9530
C  -6.0260  -1.7053  1.2601
H  -7.5697  -3.6186  4.5863
H  -7.3030  -6.0382  5.0788
H  -6.0142  -7.4738  3.5322
H  -4.9705  -6.4839  1.5077
H  -4.1052  -2.5954  -1.3787
H  -4.4641  -0.1961  -1.9298
H  -5.8275  1.2176  -0.4336
H  -6.8252  0.2396  1.6228

Atom charges from the Mulliken analysis, given in e for atoms 1 to 8: 0.22, -0.78, 0.34, -0.44, -0.05, -0.67, -1.11, -0.58

[3]
Formula: C24H14Cl7N3O2Y
Source: the OMol25 dataset
Level of theory: the ωB97M-V functional and the def2-TZVPD basis

Summary:
charge: -1
gap between HOMO and LUMO (alpha / beta): 6.0 / 6.0 eV
highest occupied orbital energy (alpha / beta): -3.5895 / -3.5953 eV

Element x y z (Å)
Y  0.0339  1.4418  -0.1708
C  -0.1251  3.9712  -1.7265
C  -1.1242  4.0810  -0.7606
C  -2.2131  3.2162  -0.7836
C  -2.3019  2.2330  -1.7677
C  -1.2955  2.1125  -2.7181
C  -0.2074  2.9891  -2.7035
H  0.7365  4.6248  -1.6867
H  -1.0332  4.8181  0.0261
H  -2.9645  3.2661  -0.0074
H  -3.1189  1.5227  -1.7522
H  -1.3198  1.3030  -3.4359
H  0.5993  2.8524  -3.4081
O  2.0801  0.9022  -2.8370
N  1.0191  0.5314  -2.4122
N  1.2671  -2.7628  -1.2011
O  1.1084  -0.8242  0.5086
C  0.9295  -3.7160  -0.1765
C  -0.3434  -4.2793  -0.0610
C  -0.5899  -5.2484  0.8991
C  0.4250  -5.6735  1.7459
C  1.6890  -5.1157  1.6306
C  1.9393  -4.1385  0.6786
H  -1.1322  -3.9514  -0.7231
H  -1.5822  -5.6743  0.9844
H  0.2304  -6.4327  2.4933
H  2.4853  -5.4355  2.2919
H  2.9170  -3.6841  0.5858
Cl  -0.5495  3.3874  2.8125
C  1.1722  3.0989  2.6219
C  1.5945  2.5405  1.4306
C  2.9595  2.3452  1.3143
Cl  3.5198  1.6727  -0.1961
C  3.8710  2.6655  2.3136
Cl  5.5618  2.3927  2.1038
C  3.3947  3.2219  3.5011
Cl  4.4949  3.6394  4.7621
C  2.0292  3.4482  3.6616
Cl  1.4347  4.1516  5.1236
Cl  -4.3195  -0.2536  1.0135
C  -3.2007  -0.8506  -0.1809
C  -3.6781  -1.5450  -1.2456
C  -2.8187  -2.0230  -2.2520
C  -1.4696  -1.8306  -2.0973
C  -0.9681  -1.1367  -0.9899
Cl  0.8153  -1.2862  -0.9202
C  -1.7952  -0.4658  0.0315
N  -1.4347  0.4267  0.9067
H  -4.7441  -1.7286  -1.3148
H  -3.2138  -2.5616  -3.1022
H  -0.7644  -2.2383  -2.8101

Atom charges from the natural (NBO) analysis, given in e for atoms 1 to 8: 1.69, -0.24, -0.25, -0.24, -0.18, -0.22, -0.22, 0.24

[4]
Formula: C5H12N2
Source: the OMol25 dataset
Level of theory: the ωB97M-V functional and the def2-TZVPD basis

Summary:
charge: +2
gap between HOMO and LUMO: 11.9 eV
SMILES: C[N+]1(C)CCC1=[NH2+]
highest occupied orbital energy: -21.8039 eV

Element x y z (Å)
C  0.7161  0.5766  -1.3922
N  0.0571  0.2767  -0.0065
C  -0.5506  1.5099  0.3656
C  1.0824  -0.2391  1.0265
C  0.1553  -1.4401  1.4237
C  -0.7289  -0.9056  -0.0194
N  -1.5224  -1.4073  -0.8623
H  1.6354  1.0142  -1.2707
H  0.9576  -0.2348  -2.0614
H  0.0872  1.2469  -1.7848
H  0.2723  2.2563  0.3739
H  -1.3829  1.8361  -0.1786
H  -0.9192  1.3298  1.4467
H  1.4927  0.3128  1.8129
H  1.8635  -0.7027  0.3450
H  -0.5118  -1.3530  2.2624
H  0.3433  -2.5008  1.3903
H  -1.7053  -2.4715  -0.5807
H  -1.6114  -1.0753  -1.8472

Atom charges from the natural (NBO) analysis, given in e for atoms 1 to 8: -0.40, -0.28, -0.43, -0.20, -0.35, 0.63, -0.62, 0.26

Repeat the first record exactly.
Formula: C6H9NO2
Source: the OMol25 dataset
Level of theory: the ωB97M-V functional and the def2-TZVPD basis

Summary:
gap between HOMO and LUMO: 8.1 eV
highest occupied orbital energy: -8.7242 eV

Element x y z (Å)
C  -0.9158  -2.0618  -0.2666
N  1.7342  0.8840  -1.0048
C  0.2529  0.1711  -1.1464
C  -0.6712  0.9634  -0.3916
C  -0.3206  -0.8019  0.2865
C  -1.0959  2.0606  0.1538
C  0.0470  -0.6688  1.5604
O  2.3120  1.0276  0.2632
O  0.0672  -0.3119  -2.2712
H  1.8983  1.8178  0.6419
H  2.2911  0.1827  -1.4908
H  -0.9888  -2.8261  0.5062
H  -0.3067  -2.4387  -1.0875
H  -1.9028  -1.8675  -0.6884
H  -1.8619  2.0392  0.9201
H  -0.7769  3.0214  -0.2376
H  -0.1296  -1.4627  2.2730
H  0.3674  0.2714  1.9797

Atom charges from the natural (NBO) analysis, given in e for atoms 1 to 8: -0.65, -0.33, 0.44, 0.15, -0.04, -0.45, -0.29, -0.57